Entry 1:
A single C5H8 molecule. Source: the OMol25 dataset; level of theory: the ωB97M-V functional and the def2-TZVPD basis.

Geometry as ORCA input:
```
! RIJCOSX wB97M-V def2-TZVPD def2/J DEFGRID3
* xyz 0 1
C 2.068 -0.798 0.515
C 1.087 -0.131 0.730
C -0.293 0.267 0.434
C -0.330 1.583 -0.384
C -0.757 -1.106 -0.174
H 2.663 -1.605 0.152
H -0.915 0.405 1.320
H 0.676 1.996 -0.483
H -0.750 1.490 -1.390
H -0.918 2.334 0.149
H -0.941 -1.793 0.658
H 0.067 -1.544 -0.737
H -1.656 -1.097 -0.790
*
```

- Energy above the lowest of the compared OMol25 structures with the same formula, charge and spin: 50.93 kcal per mole
- SMILES: C#CC(C)C
- Total energy: -195.2109 Ha
- Orbital gap: 10.8 eV
- HOMO: -9.69 eV
- LUMO level: 1.1 eV

Atom charges from the natural (NBO) analysis, given in e for atoms 1 to 4: -0.271 0.010 -0.299 -0.603



Entry 2:
A single C5H7NO molecule. Source: the OMol25 dataset; level of theory: the ωB97M-V functional and the def2-TZVPD basis.

Geometry as ORCA input:
```
! RIJCOSX wB97M-V def2-TZVPD def2/J DEFGRID3
* xyz 0 1
O 2.652 0.537 0.934
C 2.417 -0.575 0.050
C 1.022 -0.908 -0.406
C 0.078 0.037 0.079
C -1.291 -0.030 -0.038
C -2.573 0.688 -0.218
N -2.400 -0.765 0.013
H 2.434 1.333 0.432
H 3.092 -0.500 -0.826
H 2.763 -1.466 0.601
H 0.321 0.940 0.651
H -2.821 0.969 -1.250
H -3.053 1.285 0.561
H -2.639 -1.545 -0.584
*
```

- Energy above the lowest of the compared OMol25 structures with the same formula, charge and spin: 137.56 kcal per mole
- Total energy: -324.5053 Ha
- Orbital gap: 7.6 eV
- HOMO: -7.86 eV
- LUMO level: -0.3 eV

Atom charges from the natural (NBO) analysis, given in e for atoms 1 to 4: -0.731 -0.220 -0.036 -0.523



Entry 3:
A molecular structure, C29H53BBeBrCl2F3ILiN2O11. Source: the OMol25 dataset; level of theory: the ωB97M-V functional and the def2-TZVPD basis.

Geometry as ORCA input:
```
! RIJCOSX wB97M-V def2-TZVPD def2/J DEFGRID3
* xyz 0 1
C -0.274 6.010 3.065
C 0.788 5.790 2.044
C 0.815 4.664 0.869
C 1.253 3.160 1.273
C 0.003 2.251 0.720
C 0.176 2.102 -1.049
C -1.332 2.107 -1.908
O -0.259 3.353 -1.879
C 2.654 2.781 0.505
C 2.828 1.246 1.049
N 2.419 1.427 2.526
C 2.096 0.148 3.251
I 2.990 -0.041 5.254
C 0.513 -0.221 3.402
C 0.200 -1.444 2.305
C 1.600 2.691 2.788
C 2.622 3.540 3.746
H -0.209 6.929 3.815
H -1.197 5.292 3.093
H 1.720 6.534 2.096
H 1.528 5.079 0.007
H -0.273 4.662 0.377
H 0.046 1.117 1.001
H -1.061 2.701 0.903
H 1.089 1.356 -1.480
H -2.133 2.885 -1.486
H -1.339 2.202 -3.074
H 3.450 3.470 1.016
H 2.782 2.999 -0.637
H 3.994 1.126 1.129
H 2.308 0.383 0.446
H 3.369 1.674 2.939
H 2.590 -0.729 2.607
H -0.241 0.631 3.135
H 0.263 -0.707 4.463
H -0.936 -1.393 2.007
H 0.466 -2.504 2.722
H 0.814 -1.231 1.304
H 0.641 2.599 3.487
H 3.530 3.967 3.147
H 1.987 4.454 4.177
H 3.024 2.967 4.684
C -3.427 -1.608 -3.017
C -2.349 -2.636 -3.134
O -1.453 -2.288 -2.096
C -2.171 -1.588 -1.170
O -1.755 -1.279 -0.066
O -3.415 -1.280 -1.641
H -4.405 -1.995 -3.315
H -3.209 -0.705 -3.598
H -2.718 -3.651 -2.957
H -1.848 -2.605 -4.106
C -7.486 -2.142 -2.830
O -6.594 -1.392 -3.634
H -7.002 -3.077 -2.541
H -7.738 -1.571 -1.933
H -8.392 -2.364 -3.400
H -7.051 -0.568 -3.876
C 0.373 5.482 -4.516
C -0.279 5.842 -5.840
O 0.379 6.637 -6.566
O -1.400 5.298 -6.043
H 1.338 5.984 -4.398
H -0.277 5.784 -3.688
H 0.536 4.402 -4.464
Li 4.909 -0.507 1.862
C 1.146 -4.316 0.637
C 1.420 -5.691 1.242
N 2.768 -6.202 0.982
C 2.927 -7.617 1.336
C 2.794 -7.996 2.808
C 3.879 -5.334 1.377
C 3.969 -4.928 2.844
H 1.323 -4.315 -0.442
H 0.101 -4.039 0.807
H 1.765 -3.537 1.095
H 0.690 -6.380 0.799
H 1.204 -5.651 2.317
H 3.895 -7.978 0.965
H 2.182 -8.192 0.771
H 3.683 -7.718 3.377
H 2.688 -9.083 2.898
H 1.918 -7.544 3.280
H 3.834 -4.420 0.773
H 4.829 -5.798 1.082
H 3.000 -4.645 3.264
H 4.632 -4.062 2.946
H 4.396 -5.724 3.456
Br -1.389 5.652 -0.576
Be 2.205 -1.700 7.518
C -0.163 -10.230 0.857
Cl -0.215 -10.032 -0.899
Cl -0.323 -8.673 1.677
H -0.984 -10.881 1.166
H 0.792 -10.683 1.135
B -3.299 7.648 -3.401
O -3.349 8.966 -4.042
C -4.248 8.890 -5.033
O -4.534 9.819 -5.771
C -4.805 7.566 -5.084
O -5.650 7.170 -5.871
O -4.259 6.807 -4.124
F -3.683 7.757 -2.002
F -1.961 7.088 -3.510
F -3.047 1.804 -3.527
*
```

- Total energy: -6211.9419 Ha
- Orbital gap: 1.9 eV
- HOMO: -6.72 eV
- LUMO level: -4.8 eV

Atom charges from the Löwdin analysis, given in e for atoms 1 to 4: -0.024 -0.174 -0.261 -0.331



Entry 4:
A single C12H16S molecule. Source: the OMol25 dataset; level of theory: the ωB97M-V functional and the def2-TZVPD basis.

Geometry as ORCA input:
```
! RIJCOSX wB97M-V def2-TZVPD def2/J DEFGRID3
* xyz 0 1
C -1.507 -1.951 -1.343
C -0.704 -0.651 -1.194
C -1.590 0.501 -1.619
C 0.550 -0.876 -1.989
C -0.358 -0.696 0.303
C -1.649 -0.543 1.462
S -1.937 -1.707 2.566
C 0.564 0.309 0.798
C 1.864 -0.073 1.094
C 2.683 0.794 1.772
C 2.257 2.060 2.108
C 1.048 2.527 1.528
C 0.187 1.647 0.990
H -2.114 -2.111 -0.501
H -2.179 -2.108 -2.185
H -0.931 -2.861 -1.379
H -1.426 0.768 -2.707
H -1.457 1.381 -1.071
H -2.638 0.265 -1.592
H 0.825 0.014 -2.418
H 1.260 -1.390 -1.290
H 0.348 -1.571 -2.707
H 0.088 -1.651 0.661
H -2.236 0.363 1.392
H 2.345 -0.939 0.768
H 3.623 0.385 1.890
H 2.893 2.603 2.752
H 0.959 3.611 1.405
H -0.767 1.899 0.505
*
```

- Energy above the lowest of the compared OMol25 structures with the same formula, charge and spin: 34.87 kcal per mole
- SMILES: CC(C)(C)[C@H](C=S)c1ccccc1
- Total energy: -864.9339 Ha
- Orbital gap: 8.2 eV
- HOMO: -8.41 eV
- LUMO level: -0.2 eV

Atom charges from the natural (NBO) analysis, given in e for atoms 1 to 4: -0.604 -0.082 -0.603 -0.584



Entry 5:
5 unconnected molecules or ions with the total composition C19H48N3O14S4. Source: the OMol25 dataset; level of theory: the ωB97M-V functional and the def2-TZVPD basis.

Geometry as ORCA input:
```
! RIJCOSX wB97M-V def2-TZVPD def2/J DEFGRID3
* xyz 1 1
C -0.482 4.249 1.207
C -0.224 2.950 0.472
O -1.416 2.405 -0.110
C -2.216 1.698 0.826
C -3.599 1.520 0.200
O -4.640 2.062 1.006
C -4.513 3.428 1.282
C -5.882 4.097 1.367
N -6.087 4.646 0.013
C -4.899 4.632 -0.612
N -4.741 5.021 -1.882
N -3.923 4.190 0.176
H -0.895 5.002 0.529
H 0.456 4.640 1.606
H -1.165 4.118 2.049
H 0.228 2.209 1.139
H 0.468 3.110 -0.355
H -1.774 0.726 1.068
H -2.274 2.263 1.763
H -3.852 0.478 0.028
H -3.591 2.005 -0.782
H -3.960 3.580 2.211
H -5.826 4.931 2.067
H -6.682 3.434 1.684
H -6.867 4.352 -0.557
H -5.239 5.814 -2.252
H -4.060 4.565 -2.468
H -3.002 3.982 -0.206
O -1.271 2.900 -5.764
S -0.639 2.423 -4.571
O 0.787 2.379 -4.499
O -1.264 1.027 -4.177
C -1.262 -0.024 -5.195
C 0.087 -0.685 -5.332
C -1.239 3.320 -3.179
H -1.620 0.407 -6.130
H -2.013 -0.724 -4.834
H 0.828 0.001 -5.741
H 0.005 -1.544 -5.999
H 0.448 -1.034 -4.365
H -2.327 3.328 -3.228
H -0.837 4.328 -3.261
H -0.892 2.834 -2.272
O 2.524 -2.324 -3.224
S 3.017 -3.271 -4.183
O 2.116 -3.754 -5.185
O 3.686 -4.479 -3.417
C 2.905 -5.133 -2.374
C 1.839 -6.049 -2.932
C 4.467 -2.649 -4.955
H 2.485 -4.368 -1.721
H 3.633 -5.703 -1.805
H 1.058 -5.495 -3.450
H 1.391 -6.601 -2.105
H 2.274 -6.759 -3.635
H 5.150 -2.295 -4.188
H 4.147 -1.830 -5.596
H 4.912 -3.445 -5.547
O 4.371 -5.239 2.265
S 4.859 -6.232 1.356
O 3.958 -6.781 0.385
O 5.539 -7.400 2.176
C 4.778 -7.988 3.270
C 3.705 -8.935 2.786
C 6.302 -5.655 0.537
H 4.372 -7.180 3.877
H 5.535 -8.507 3.853
H 2.917 -8.410 2.249
H 3.264 -9.438 3.647
H 4.128 -9.688 2.121
H 6.992 -5.262 1.278
H 5.977 -4.869 -0.143
H 6.741 -6.481 -0.016
O -0.014 2.267 4.782
S -1.331 2.733 5.094
O -2.178 3.114 3.995
O -1.242 3.914 6.133
C -0.287 4.984 5.871
C -0.766 5.942 4.804
C -2.179 1.581 6.110
H 0.672 4.532 5.620
H -0.191 5.477 6.835
H -0.805 5.464 3.826
H -0.074 6.783 4.751
H -1.758 6.321 5.045
H -1.533 1.313 6.941
H -2.386 0.712 5.488
H -3.104 2.035 6.456
*
```

- Total energy: -3562.8655 Ha
- Orbital gap: 9.5 eV
- HOMO: -12.00 eV
- LUMO level: -2.5 eV

Atom charges from the Löwdin analysis, given in e for atoms 1 to 4: -0.068 -0.228 -0.203 -0.164



Entry 6:
2 unconnected molecules or ions with the total composition C5H11IN. Source: the OMol25 dataset; level of theory: the ωB97M-V functional and the def2-TZVPD basis.

Geometry as ORCA input:
```
! RIJCOSX wB97M-V def2-TZVPD def2/J DEFGRID3
* xyz 1 3
C 2.063 -1.928 -0.208
C 2.203 -0.660 0.131
C -2.456 -0.067 -0.496
C -0.332 0.955 -0.563
C -1.187 0.579 1.591
N -1.380 0.463 0.322
I 4.179 0.314 -0.249
H 2.737 -2.595 -0.773
H 1.128 -2.403 0.082
H -3.145 -0.864 0.087
H -3.050 0.703 -0.999
H -1.890 -0.611 -1.218
H -0.515 0.745 -1.554
H -0.246 1.962 -0.392
H 0.654 0.584 -0.425
H -1.958 0.387 2.355
H -0.096 0.817 1.836
H 3.292 1.620 0.472
*
```

- <S²>: 2.0210
- Energy above the lowest of the compared OMol25 structures with the same formula, charge and spin: 103.30 kcal per mole
- Total energy: -549.0009 Ha
- Orbital gap (spin up / spin down): 4.3 / 7.3 eV
- HOMO (spin up / spin down): -9.18 / -12.72 eV
- LUMO level (spin up / spin down): -4.9 / -5.4 eV

Atom charges from the natural (NBO) analysis, given in e for atoms 1 to 4: -0.598 -0.173 -0.429 -0.447